No. 1
An isolated ion of composition C29H35Br2O5 and charge -1 in a non-equilibrium geometry, computed with ωB97M-V/def2-TZVPD.

For the total energy, the calculation gives -6650.24011 Eh. Its SMILES is CCOC(=O)[C@]1([C@H](c2ccc(OC)cc2)c2cc(Br)c([O-])c(Br)c2)CCCCCCCCCCC1=O. The energy relative to the best compared isomer or geometry (same formula, charge and spin) is 1.482 eV. As for the HOMO energy: -3.7 eV.

Structure (ORCA input):
```
! wB97M-V def2-TZVPD RIJCOSX def2/J DEFGRID3
* xyz -1 1
O -2.746 6.224 0.003
H 0.434 1.214 4.605
H 0.421 4.874 2.921
C 0.243 1.308 2.404
H -2.315 -3.616 1.952
H 4.581 5.565 2.932
C -3.132 -1.118 1.193
C -2.166 -2.889 2.765
H -4.583 0.215 0.306
C 4.302 4.647 2.411
C -0.824 5.834 1.449
C 5.014 2.699 1.114
C -2.288 2.129 1.827
H -3.282 2.059 -0.101
O -0.238 -0.078 0.396
C 1.035 -0.791 3.889
H -1.847 3.078 1.505
C 1.175 2.531 1.471
H 7.950 5.831 2.041
H -3.603 -1.786 0.469
C 0.908 0.774 3.709
C 1.977 -1.065 0.196
H -0.009 -2.412 4.726
C 3.023 4.148 2.377
O -1.723 1.101 3.856
H -1.951 0.899 0.072
H -4.174 -2.111 2.758
H 3.481 1.393 0.447
H 1.086 -1.624 -0.098
H -3.017 -0.964 3.314
C -0.677 -2.489 2.758
C -1.318 4.419 -0.568
C 3.698 2.284 1.037
H 2.245 4.746 2.913
C 0.002 4.815 1.933
C -1.704 5.607 0.247
C -2.790 1.359 0.599
H -2.088 -1.019 0.865
H -4.226 0.566 2.033
H -3.157 2.435 2.412
O 6.545 4.491 1.463
C 2.654 2.990 1.686
C -0.226 -1.663 3.956
C -0.306 3.583 -0.165
O 1.700 -0.405 1.444
H 4.080 -1.370 0.729
H 1.230 1.929 0.512
H 3.034 -2.797 0.934
H 6.324 6.571 1.865
H -0.037 2.794 -0.842
H 2.118 -0.273 -0.552
C 6.887 5.697 2.222
H 6.695 5.537 3.299
C 0.276 3.668 1.134
C 5.301 3.960 1.652
H -1.038 -1.047 4.347
C -3.170 -1.745 2.573
C 0.465 0.173 1.379
H 5.851 2.167 0.677
H 1.900 1.220 3.626
C -3.796 0.259 1.064
C -1.293 1.448 2.746
C 3.215 -1.899 0.318
Br -1.087 7.484 2.337
Br -2.420 3.995 -2.063
H -0.446 -1.946 1.828
H 1.513 -0.911 4.877
H -2.422 -3.420 3.691
H 1.761 -1.078 3.137
H -0.058 -3.388 2.746
H 3.454 -2.211 -0.704
*
```

---

No. 2
A 2-piece molecular cluster, C2Cl2N2 overall in a non-equilibrium geometry, computed with ωB97M-V/def2-TZVPD.

For the total energy, the calculation gives -1105.89978 Eh. As for the HOMO energy (alpha / beta): -8.3 / -11.5 eV.

Structure (ORCA input):
```
! wB97M-V def2-TZVPD RIJCOSX def2/J DEFGRID3
* xyz 0 3
C -0.452 0.444 -0.010
Cl 2.019 -1.763 0.009
N 0.383 1.295 -0.032
Cl 2.028 1.426 -0.020
C -1.532 -0.344 0.014
N -2.446 -1.058 0.038
*
```

---

No. 3
A 2-piece molecular cluster, C9H15N2O overall in a non-equilibrium geometry, computed with ωB97M-V/def2-TZVPD.

For the total energy, the calculation gives -536.36154 Eh. The energy relative to the best compared isomer or geometry (same formula, charge and spin) is 2.823 eV. As for the HOMO energy: -13.0 eV.

Structure (ORCA input):
```
! wB97M-V def2-TZVPD RIJCOSX def2/J DEFGRID3
* xyz 1 1
N -2.730 -1.015 -0.608
C 2.948 -0.575 -1.198
H -1.216 -2.262 0.351
C 3.032 0.340 1.071
C -0.549 -0.285 0.192
C -1.359 -1.441 -0.449
H 4.701 -0.301 -0.115
H -0.441 1.453 -2.082
C -1.014 1.215 2.220
C 0.909 -0.247 0.072
H 3.737 0.696 1.856
H -3.321 -1.882 -0.785
O -1.253 0.158 1.208
H 0.836 -0.847 -1.957
H 3.521 -0.903 -2.058
H -1.404 2.097 -0.679
H -3.065 -0.568 0.169
C 3.647 -0.151 -0.060
C 1.706 0.205 1.220
H -1.005 -1.826 -1.279
H -1.965 0.623 -1.348
H 1.225 0.458 2.141
H -1.970 1.339 2.644
N -1.127 1.261 -1.234
H -0.567 2.028 1.568
C 1.569 -0.532 -1.099
H -0.465 0.996 3.097
*
```

---

No. 4
C53H55BN9OPSV as an isolated structure in a non-equilibrium geometry, computed with ωB97M-V/def2-TZVPD.

For the total energy, the calculation gives -4329.09114 Eh. As for the HOMO energy (alpha / beta): -9.9 / -10.0 eV.

Structure (ORCA input):
```
! wB97M-V def2-TZVPD RIJCOSX def2/J DEFGRID3
* xyz 1 3
H 4.197 0.404 4.078
H -0.999 2.011 4.691
C 2.632 3.582 3.157
C 2.949 2.072 -1.888
C 2.067 3.551 4.426
N -0.100 -1.025 -4.750
C -0.760 -3.661 2.130
H -0.740 5.298 -0.184
H 1.161 0.285 4.539
C -2.045 0.266 5.362
H -4.878 -0.496 1.965
H 1.518 0.066 -5.508
H 0.095 -1.686 -6.739
C -3.111 -1.503 -1.354
C -5.369 0.231 0.154
C -4.565 -3.041 -2.493
C -0.683 -1.401 -6.028
P 2.304 -0.250 1.794
B 0.496 2.570 -1.161
C -3.852 -2.673 -1.357
H 0.004 3.903 -3.915
H 2.039 4.449 5.031
N 1.727 0.350 -1.205
H -0.397 5.660 1.512
H -3.765 -0.424 -4.493
H -1.441 3.662 2.989
H -3.083 -1.576 5.747
S -4.139 1.372 0.119
C -3.062 -0.682 -2.477
C -0.133 5.011 0.678
C 1.539 2.362 4.919
H -1.181 4.661 -2.851
C 2.511 -2.606 -1.198
C 2.134 1.228 2.869
C 0.024 -1.657 0.996
C -0.382 3.588 1.060
H 1.111 2.331 5.916
C 2.908 -0.144 -1.624
H -0.013 -3.989 4.120
H 1.264 0.200 -3.755
V 0.037 -0.118 -0.335
H 3.055 4.504 2.774
H -6.969 -0.660 -0.686
H 5.376 -1.039 -2.069
N -0.402 1.366 0.899
H 4.710 -5.185 -1.293
C 5.418 -1.337 4.320
H -1.385 -3.075 0.179
C 2.660 2.425 2.383
H -2.581 -1.198 -0.460
C 0.898 -1.420 2.089
C -2.783 -1.239 3.644
C 3.952 -2.438 2.246
C 0.008 -3.347 3.245
N -1.197 0.731 -1.693
H -2.386 -0.618 1.637
H 6.500 -3.189 4.349
C 3.350 -1.551 -1.544
H 4.363 3.544 -2.456
H -5.092 -2.502 -4.506
C -6.402 0.874 -2.017
C -0.762 -2.816 1.028
H 4.700 0.886 -2.448
H -6.293 -1.205 1.303
H -7.433 1.161 -2.216
H 3.390 -2.871 1.425
C -2.675 -0.915 4.991
H 2.315 -4.705 -0.833
H -1.360 -4.566 2.124
H -5.796 1.767 -1.907
C -0.362 -1.721 -3.639
N -0.656 1.950 -2.013
C 5.178 -3.130 -1.720
H 3.170 4.118 -1.286
C 0.767 0.144 -4.720
C -1.509 1.102 4.392
C -1.035 3.861 -3.580
C -4.538 -2.222 -3.616
C 4.693 -1.836 -1.807
H -5.139 -3.960 -2.502
C -1.019 1.701 2.051
H -3.885 -3.295 -0.469
N -0.005 2.541 0.306
H -1.682 4.054 -4.434
H 6.223 -3.325 -1.928
H 3.111 2.442 1.394
C 0.848 -2.241 3.216
C 4.330 -4.172 -1.366
H -1.047 -2.563 -3.803
O 0.077 -1.451 -2.525
C 3.698 0.927 -2.053
C -2.379 1.646 -3.349
C 2.993 -3.904 -1.108
H 5.992 -0.899 5.129
C -2.249 0.546 -2.494
C 3.635 -1.151 2.698
H -3.152 1.821 -4.084
C 3.315 3.493 -2.167
C -1.010 3.089 2.180
H -1.965 0.535 6.409
H 5.196 -4.166 2.477
H -6.023 0.289 -2.856
H 1.502 -2.042 4.059
C 4.394 -0.600 3.728
C -1.595 0.774 3.043
C 1.572 1.210 4.145
N 1.768 1.709 -1.377
C 5.704 -2.620 3.883
H -1.242 -0.563 -6.447
H -1.362 -2.241 -5.892
H 1.469 -2.433 -1.013
C -1.368 2.521 -3.001
C -2.260 -0.392 2.681
H -3.271 -2.162 3.346
H 0.714 3.693 -1.503
H 2.716 3.914 -2.977
C 4.970 -3.169 2.837
H 0.181 1.055 -4.879
H 0.914 5.177 0.421
N -5.443 -0.687 1.155
N -6.336 0.116 -0.776
C -3.793 -1.048 -3.607
*
```

---

No. 5
One molecule with the formula C15H25N2O4P in a non-equilibrium geometry, computed with ωB97M-V/def2-TZVPD.

For the total energy, the calculation gives -1338.38573 Eh. Its SMILES is CCOP(=O)(OCC)Oc1ccc(N)cc1CN1CCCC1. The energy relative to the best compared isomer or geometry (same formula, charge and spin) is 0.058 eV. As for the HOMO energy: -7.4 eV.

Structure (ORCA input):
```
! wB97M-V def2-TZVPD RIJCOSX def2/J DEFGRID3
* xyz 0 1
H -0.731 2.680 1.087
H 5.930 -1.712 1.191
H -2.057 -0.282 3.913
C -2.929 -2.003 -1.497
H -4.562 -2.942 -0.606
H 5.691 -0.070 0.552
H -4.651 -2.693 -2.343
C -0.719 3.285 -0.917
H -4.869 -1.221 -1.364
H -2.024 1.267 1.419
H 1.067 1.277 0.889
C 1.368 -1.383 -0.349
O -1.302 -2.633 1.042
H 3.716 -3.075 1.393
H 4.035 0.471 -1.104
H 1.420 -3.057 0.890
H -0.760 1.891 -2.691
C 4.069 -1.130 0.287
H -1.440 1.246 -1.134
O -0.824 -0.352 1.503
N 0.662 1.425 -1.126
C 2.055 -0.347 -0.943
H -2.416 -2.899 -1.277
C -2.012 0.325 1.872
O -2.496 -1.002 -0.582
H 2.156 1.133 -2.451
C 3.417 -0.254 -0.603
O 0.117 -1.565 -0.802
C -1.861 0.595 3.340
P -1.144 -1.392 0.311
H -0.060 3.932 -1.484
N 5.371 -0.988 0.680
C 0.064 3.041 0.381
H -2.930 -0.164 1.789
C 3.369 -2.209 0.785
C -4.372 -2.190 -1.400
H 2.003 2.613 -0.141
C 1.421 0.539 -1.949
H -2.510 -1.779 -2.483
H -2.542 1.455 3.582
C 2.037 -2.279 0.509
C 1.099 2.037 0.118
C -0.679 1.886 -1.540
H 0.581 3.962 0.808
H -0.869 0.976 3.637
H 0.846 -0.087 -2.591
H -1.736 3.673 -0.598
*
```

---

No. 6
C24H50ClNO3P2Si2Sn as an isolated structure in a non-equilibrium geometry, computed with ωB97M-V/def2-TZVPD.

For the total energy, the calculation gives -3160.75302 Eh. The energy relative to the best compared isomer or geometry (same formula, charge and spin) is 8.057 eV. As for the HOMO energy (alpha / beta): -7.0 / -6.0 eV.

Structure (ORCA input):
```
! wB97M-V def2-TZVPD RIJCOSX def2/J DEFGRID3
* xyz 0 1
H 0.148 0.035 -6.416
H -2.476 -5.100 2.084
H 3.343 1.898 0.144
H 3.534 4.898 -0.863
P 0.470 2.724 -0.297
C -0.828 3.649 -1.282
C 0.295 3.414 1.376
C -0.688 5.166 -1.253
O 0.098 -0.104 1.842
H -0.024 -3.231 -3.349
N 0.235 0.068 3.508
H 3.348 -1.913 0.104
H 0.424 4.514 1.414
H 1.908 5.398 -0.385
H 0.422 -4.550 1.316
C 1.146 0.036 -5.967
C 2.103 -3.278 -1.051
H -1.109 -0.034 3.263
H -2.756 1.345 -0.478
H 1.110 2.975 1.977
H -1.755 -3.589 -3.303
H 3.530 -4.891 -0.971
H 2.890 -4.432 0.610
H 1.677 0.926 -6.317
C -0.942 -3.075 -2.777
H 2.843 1.299 -1.446
H -1.150 -2.001 -2.779
H -1.749 3.659 -3.228
H -0.617 5.567 -0.238
C 3.154 2.190 -0.895
H -3.624 -3.777 2.337
C -1.762 -1.280 1.448
H -1.135 2.062 -2.744
C -0.681 -5.142 -1.374
Si -1.327 2.857 2.189
C -0.934 3.136 -2.713
C 3.158 -2.180 -0.941
C 2.622 -4.574 -0.441
H 1.896 3.482 -2.045
H -0.837 -3.800 4.369
Sn -0.003 -0.001 -0.105
H 4.099 2.544 -1.326
H 1.897 -3.444 -2.120
C -2.730 4.039 1.863
H -1.566 -5.588 -1.851
C -1.762 1.242 1.481
H 2.890 4.408 0.707
H 0.190 -5.455 -1.959
C 0.292 -3.449 1.301
C -1.040 -2.803 3.961
H -2.998 4.132 0.806
O 0.838 -0.877 4.165
O 0.932 1.119 3.330
C -1.032 2.702 4.028
C -1.429 -0.020 2.136
H -1.760 3.385 -0.764
C -2.324 -0.727 0.254
H 1.683 -0.846 -6.327
H 1.106 -3.022 1.913
H -1.572 5.622 -1.722
H -0.820 3.688 4.455
H -2.478 5.042 2.231
P 0.471 -2.722 -0.357
Cl 0.608 0.022 -2.440
H -1.758 -3.380 -0.831
H -0.191 -2.168 4.209
C 2.102 3.293 -0.980
C -0.828 -3.625 -1.361
H -0.193 2.063 4.253
H 1.903 -5.395 -0.501
H -1.913 2.302 4.541
C -2.734 -4.082 1.767
C 2.624 4.573 -0.341
H -1.921 -2.410 4.485
H -2.759 -1.335 -0.510
H -0.015 3.314 -3.278
H -3.023 -4.127 0.713
H -3.629 3.707 2.401
H 2.849 -1.275 -1.471
C -2.321 0.719 0.270
H 4.102 -2.526 -1.381
H 0.185 5.498 -1.823
Si -1.332 -2.912 2.123
H -0.602 -5.571 -0.372
*
```

---

No. 7
C4H9N3S as an isolated structure in a non-equilibrium geometry, computed with ωB97M-V/def2-TZVPD.

For the total energy, the calculation gives -719.51156 Eh. The energy relative to the best compared isomer or geometry (same formula, charge and spin) is 2.281 eV. As for the HOMO energy: -18.3 eV.

Structure (ORCA input):
```
! wB97M-V def2-TZVPD RIJCOSX def2/J DEFGRID3
* xyz 2 1
H -1.884 -2.270 -0.163
C 0.083 -1.554 -0.295
H 0.420 -2.664 -0.334
N -1.271 -1.463 -0.161
H -3.494 -0.021 -0.995
S 2.853 -0.445 -0.297
H 2.985 2.050 0.065
N 0.616 -0.381 -0.123
C -2.956 0.331 -0.069
H 3.688 0.942 1.406
H -0.155 1.549 0.114
N -0.409 0.489 0.077
H -3.723 0.036 0.731
C -1.619 -0.170 0.011
H 4.371 1.015 -0.358
C 3.497 1.150 0.387
H -3.002 1.405 0.002
*
```

---

No. 8
One molecule with the formula C6H15NO in a non-equilibrium geometry, computed with ωB97M-V/def2-TZVPD.

For the total energy, the calculation gives -367.53263 Eh. Its SMILES is CCC[C@@H](N)[C@H](C)O. The energy relative to the best compared isomer or geometry (same formula, charge and spin) is 2.685 eV. As for the HOMO energy: -7.9 eV.

Structure (ORCA input):
```
! wB97M-V def2-TZVPD RIJCOSX def2/J DEFGRID3
* xyz 0 1
H 2.024 -1.170 -1.080
C -0.482 0.848 -0.611
H 2.631 1.208 0.787
C -2.424 -0.207 1.396
H 3.635 -0.694 -0.548
C -1.800 -0.351 0.023
C 0.395 0.727 0.550
N -0.089 0.400 -1.876
H -1.684 -0.339 2.190
C 2.088 0.741 -0.036
O -1.287 -1.658 -0.204
H 0.349 1.605 1.184
H -0.694 0.699 -2.627
H 0.025 -0.609 -1.900
H -0.956 1.828 -0.678
C 2.575 -0.672 -0.282
H -0.686 -1.874 0.519
H -2.569 -0.220 -0.745
H -3.196 -0.965 1.563
H -2.867 0.782 1.508
H 0.377 -0.160 1.176
H 2.465 -1.286 0.615
H 2.171 1.368 -0.923
*
```

---

> Which formula does entry 7 have?

C4H9N3S